# 1
DFT (ωB97M-V/def2-TZVPD) results for a cluster of 5 separate species, C14H32Br2N4O4 in total.

XYZ file:
```
56
C14H32Br2N4O4, DFT ωB97M-V/def2-TZVPD
C 2.20 -22.48 3.18
O 1.61 -23.48 2.88
N 1.77 -21.21 2.97
C 2.47 -20.06 3.47
C 0.51 -20.97 2.33
H 3.22 -22.49 3.63
H 2.65 -19.35 2.66
H 3.40 -20.36 3.94
H 1.89 -19.53 4.24
H 0.68 -20.47 1.37
H 0.04 -21.93 2.11
H -0.14 -20.35 2.95
C 5.74 -23.98 2.02
O 4.79 -24.75 2.09
N 5.76 -22.86 1.26
C 6.86 -21.93 1.33
C 4.64 -22.47 0.46
H 6.67 -24.12 2.58
H 6.68 -21.11 2.04
H 7.07 -21.52 0.35
H 7.79 -22.41 1.65
H 3.88 -23.23 0.38
H 4.20 -21.53 0.81
H 4.96 -22.26 -0.57
C 4.47 -29.63 0.59
O 4.17 -28.64 -0.03
N 5.09 -29.64 1.79
C 5.27 -30.87 2.54
C 5.44 -28.41 2.46
H 4.28 -30.66 0.24
H 4.46 -31.04 3.26
H 6.23 -30.84 3.05
H 5.29 -31.72 1.85
H 5.19 -28.40 3.52
H 6.54 -28.32 2.48
H 5.06 -27.56 1.90
C 4.72 -28.26 9.50
O 5.13 -29.39 9.43
N 3.41 -27.90 9.54
C 3.01 -26.52 9.62
C 2.40 -28.91 9.69
H 5.41 -27.40 9.52
H 2.43 -26.31 10.53
H 2.39 -26.25 8.77
H 3.90 -25.90 9.72
H 1.78 -29.00 8.79
H 2.85 -29.88 9.89
H 1.73 -28.66 10.52
Br 5.55 -24.91 7.12
C 4.45 -24.57 5.57
C 4.00 -25.84 4.91
Br 2.57 -26.70 5.93
H 5.04 -23.99 4.85
H 3.60 -23.95 5.85
H 4.82 -26.55 4.85
H 3.57 -25.67 3.93
```

Its energy above the lowest of the compared OMol25 structures with the same formula, charge and spin is 0.00 kJ/mol. The gap between HOMO and LUMO is 9.23 eV. The SMILES is CN(C)C=O.CN(C)C=O.CN(C)C=O.CN(C)C=O.BrCCBr.



# 2
DFT (ωB97M-V/def2-TZVPD) results for a structure of composition C14H32ClCsN5O8P2S.

XYZ file:
```
64
C14H32ClCsN5O8P2S, DFT ωB97M-V/def2-TZVPD
Cs 11.12 6.34 7.38
S 8.67 10.42 12.52
C 7.61 9.33 11.85
C 6.33 9.11 12.52
C 5.41 8.22 12.07
C 5.71 7.50 10.86
C 6.97 7.67 10.31
N 7.90 8.48 10.82
H 6.21 9.77 13.37
H 4.41 8.18 12.53
H 4.93 7.01 10.29
H 7.09 7.21 9.31
O 11.95 9.67 5.96
Cl 10.52 9.99 5.68
O 10.21 10.82 4.57
O 10.04 10.55 6.97
O 9.93 8.66 5.55
C 17.64 7.44 12.79
N 17.26 7.94 11.47
C 18.20 8.90 10.96
P 15.96 7.41 10.60
O 14.65 7.71 11.19
O 16.18 8.19 9.20
P 15.27 8.23 7.83
O 14.39 7.02 7.66
N 14.50 9.68 7.99
C 14.63 10.88 7.21
C 13.27 9.74 8.90
N 16.46 8.52 6.73
C 17.00 7.25 6.11
C 17.48 9.51 7.00
N 16.10 5.74 10.32
C 14.85 5.01 10.33
C 17.34 5.02 10.09
H 18.68 7.21 12.60
H 17.09 6.55 13.06
H 17.56 8.30 13.52
H 18.55 9.64 11.66
H 17.71 9.48 10.13
H 19.05 8.34 10.55
H 14.57 10.66 6.15
H 15.66 11.21 7.37
H 13.93 11.65 7.48
H 13.09 10.82 8.88
H 13.51 9.41 9.94
H 12.50 9.14 8.50
H 16.38 6.39 6.52
H 18.08 7.06 6.42
H 16.97 7.33 5.01
H 17.28 10.11 7.90
H 17.62 10.09 6.07
H 18.45 8.96 7.15
H 14.51 4.89 11.34
H 14.95 3.94 9.95
H 14.12 5.45 9.61
H 17.14 3.95 10.23
H 18.09 5.28 10.81
H 17.66 5.20 9.06
C 11.35 7.65 11.12
O 10.40 7.61 10.05
H 12.30 7.14 10.74
H 11.06 7.04 12.01
H 11.55 8.69 11.39
H 9.53 8.07 10.35
```

Its energy above the lowest of the compared OMol25 structures with the same formula, charge and spin is 176.14 kJ/mol. The gap between HOMO and LUMO is 4.74 eV. The net charge is -1.



# 3
DFT (ωB97M-V/def2-TZVPD) results for a cluster of 2 separate species, C14H32FNO10P in total.

XYZ file:
```
59
C14H32FNO10P, DFT ωB97M-V/def2-TZVPD
C 2.59 0.62 -1.63
O 1.97 -0.48 -2.28
C 1.07 -1.22 -1.47
C 1.86 -2.26 -0.61
O 1.34 -2.44 0.69
C 1.96 -1.66 1.67
C 3.38 -2.16 2.07
O 4.05 -1.05 2.67
C 4.94 -0.46 1.78
O 5.49 0.68 2.36
C 6.40 1.27 1.46
C 6.50 2.76 1.71
O 6.72 2.96 3.09
P 0.83 -1.72 3.15
O -0.55 -1.80 2.64
O 1.01 -0.42 4.05
O 1.16 -3.03 3.97
C 0.08 -0.38 -0.63
C -0.88 0.40 -1.48
O -1.97 0.08 -1.61
F -0.41 1.45 -2.10
H 3.62 0.70 -2.01
H 2.08 1.53 -1.94
H 2.68 0.51 -0.55
H 0.45 -1.80 -2.17
H 2.93 -2.00 -0.63
H 1.78 -3.22 -1.13
H 2.05 -0.60 1.39
H 3.96 -2.53 1.22
H 3.34 -2.93 2.83
H 4.36 -0.13 0.89
H 5.76 -1.13 1.48
H 7.38 0.79 1.57
H 6.07 1.13 0.42
H 7.30 3.22 1.10
H 5.56 3.24 1.40
H 6.53 3.88 3.31
H 0.34 0.21 3.73
H 0.33 -3.49 4.21
H -0.54 -1.09 -0.09
H 0.55 0.24 0.14
C -6.10 -0.79 -2.54
C -5.90 -0.03 -1.24
C -7.02 0.97 -0.92
O -6.93 2.11 -1.75
C -7.70 2.05 -2.96
N -4.64 0.77 -1.36
H -5.93 -0.17 -3.42
H -5.41 -1.63 -2.61
H -7.11 -1.20 -2.60
H -5.76 -0.73 -0.42
H -6.87 1.33 0.11
H -8.00 0.50 -0.95
H -8.56 1.39 -2.86
H -7.06 1.71 -3.78
H -8.04 3.05 -3.19
H -3.85 0.25 -1.76
H -4.34 1.15 -0.46
H -4.83 1.59 -1.95
```

The gap between HOMO and LUMO is 8.84 eV. The net charge is +1.



# 4
DFT (ωB97M-V/def2-TZVPD) results for a structure of composition C14H32IN5NaO6.

XYZ file:
```
59
C14H32IN5NaO6, DFT ωB97M-V/def2-TZVPD
C -2.10 -0.54 -0.56
C -2.33 0.88 -0.12
C -1.76 1.19 1.26
I -3.29 1.58 2.70
N -0.92 0.10 1.90
C 0.49 -0.10 1.41
O 1.40 0.82 2.01
C 1.73 1.95 1.17
H -1.06 -0.80 -0.69
H -2.57 -0.68 -1.52
H -2.60 -1.25 0.09
H -1.92 1.59 -0.83
H -3.39 1.07 -0.10
H -1.17 2.10 1.25
H -0.83 0.36 2.88
H -1.40 -0.81 1.90
H 0.75 -1.10 1.72
H 0.52 -0.10 0.33
H 1.55 1.77 0.12
H 2.78 2.19 1.30
H 1.17 2.84 1.45
C 1.46 2.06 -5.27
C 1.90 1.26 -4.06
C 0.76 0.99 -3.07
C 0.18 2.22 -2.56
N -0.29 3.21 -2.21
H 1.09 3.05 -4.99
H 2.29 2.20 -5.96
H 0.66 1.55 -5.81
H 2.70 1.79 -3.54
H 2.30 0.30 -4.37
H 1.10 0.38 -2.23
H -0.04 0.42 -3.55
C -0.90 3.80 6.85
O -0.16 3.59 7.77
N -1.95 4.67 6.86
N -0.71 3.12 5.63
H -2.56 4.83 6.09
H -2.11 5.17 7.72
H 0.05 2.47 5.64
H -1.31 3.25 4.83
C 0.57 -2.57 -0.66
O 0.04 -2.70 0.46
O 0.82 -3.70 -1.40
O 0.90 -1.47 -1.18
H 0.49 -4.39 -0.81
C -3.34 -4.39 -1.81
O -2.55 -3.20 -1.81
H -3.70 -4.53 -0.79
H -4.20 -4.31 -2.48
H -2.75 -5.26 -2.10
H -2.22 -3.07 -2.70
Na 0.84 2.60 3.10
C 4.51 -4.07 -1.82
C 3.82 -5.06 -1.00
N 3.24 -5.81 -0.36
H 5.36 -3.66 -1.27
H 4.88 -4.53 -2.73
H 3.82 -3.27 -2.07
```

Its energy above the lowest of the compared OMol25 structures with the same formula, charge and spin is 33.44 kJ/mol. The gap between HOMO and LUMO is 6.31 eV. The net charge is +1.



# 5
DFT (ωB97M-V/def2-TZVPD) results for a structure of composition C14H32NO3P2V.

XYZ file:
```
53
C14H32NO3P2V, DFT ωB97M-V/def2-TZVPD
C 0.92 -1.33 -3.65
C 0.91 -0.81 -2.37
N -0.21 -0.59 -1.65
C -1.36 -1.09 -2.13
C -1.45 -1.57 -3.43
C -0.30 -1.67 -4.17
C 2.24 -0.61 -1.73
P 2.20 -0.33 0.07
V -0.11 -0.09 0.62
P -2.44 -0.12 0.23
C -2.65 -1.04 -1.35
O 2.24 3.26 -3.13
O -1.31 3.21 -2.01
H 1.86 -1.39 -4.18
H -2.40 -1.81 -3.88
H -0.31 -1.94 -5.19
C 3.09 -1.77 0.67
C 3.27 1.07 0.46
H -3.51 -0.59 -1.89
H -2.98 -2.05 -1.06
H 2.57 0.37 -1.99
H 3.00 -1.46 -1.80
C -3.59 -0.86 1.37
C -3.15 1.48 -0.20
H -0.47 3.66 -1.77
H -1.47 3.73 -2.83
H 1.78 2.62 -2.55
H 2.39 2.64 -3.87
H -0.15 -1.53 0.87
H -0.05 1.46 0.43
H 4.10 -1.69 0.25
H 3.14 -1.91 1.76
H 2.61 -2.67 0.27
H 4.31 0.73 0.35
H 3.05 1.86 -0.26
H 3.11 1.49 1.47
H -4.17 1.34 -0.57
H -3.22 2.08 0.71
H -2.59 2.06 -0.96
H -4.61 -0.74 1.05
H -3.39 -1.93 1.46
H -3.47 -0.41 2.35
C 1.52 0.28 4.08
C 0.25 -0.32 3.52
C -1.00 -0.34 4.45
O -0.22 0.47 2.46
H 1.38 1.34 4.29
H 2.36 0.15 3.39
H 1.72 -0.26 4.99
H 0.43 -1.35 3.14
H -1.29 0.71 4.66
H -1.85 -0.85 3.94
H -0.70 -0.88 5.35
```

Its energy above the lowest of the compared OMol25 structures with the same formula, charge and spin is 0.00 kJ/mol. Its expectation value of S² is 0.7810. Its multiplicity is 2. The gap between HOMO and LUMO (alpha / beta) is 7.52 / 7.97 eV. The net charge is +1.



# 6
DFT (ωB97M-V/def2-TZVPD) results for a structure of composition C14H32NPtS3SbSi4Te.

XYZ file:
```
57
C14H32NPtS3SbSi4Te, DFT ωB97M-V/def2-TZVPD
Pt 1.54 -2.41 0.33
S 3.29 -6.27 0.58
Sb 2.84 -4.83 -1.19
S 0.46 -4.19 -0.92
S 3.75 -2.58 -0.57
C 2.24 -3.66 5.07
C 3.29 -3.74 4.18
C 3.02 -3.76 2.83
N 1.79 -3.72 2.34
C 0.77 -3.69 3.20
C 0.95 -3.65 4.57
H 2.41 -3.64 6.14
H 4.32 -3.79 4.52
H 3.82 -3.83 2.10
H -0.22 -3.68 2.75
H 0.08 -3.61 5.22
C -0.71 -1.60 -3.14
Si -0.18 0.18 -2.69
C 1.57 0.52 -3.38
C -1.32 1.37 -3.69
Si -0.41 0.87 -0.43
Te 0.51 -0.45 1.53
Si -2.73 0.94 0.02
C -3.69 -0.41 -0.92
C -3.15 0.70 1.87
C -3.50 2.63 -0.45
Si 0.67 2.96 -0.11
C 0.37 3.54 1.69
C 2.55 2.83 -0.41
C -0.01 4.34 -1.25
H -0.54 -1.82 -4.20
H -1.76 -1.77 -2.92
H -0.14 -2.32 -2.56
H 1.62 0.34 -4.45
H 2.31 -0.11 -2.89
H 1.85 1.55 -3.20
H -1.10 1.31 -4.75
H -1.18 2.40 -3.38
H -2.37 1.14 -3.56
H -3.21 -1.38 -0.79
H -3.73 -0.21 -1.98
H -4.72 -0.51 -0.57
H -2.90 -0.30 2.19
H -4.20 0.87 2.09
H -2.57 1.39 2.49
H -3.32 2.86 -1.49
H -3.08 3.43 0.14
H -4.57 2.62 -0.29
H 0.67 2.76 2.39
H -0.68 3.74 1.86
H 0.92 4.45 1.95
H 2.93 1.90 0.01
H 3.12 3.64 0.02
H 2.77 2.80 -1.48
H -1.09 4.39 -1.19
H 0.26 4.16 -2.28
H 0.39 5.32 -0.97
```

Its energy above the lowest of the compared OMol25 structures with the same formula, charge and spin is 0.00 kJ/mol. Its expectation value of S² is 3.7726. Its multiplicity is 4. The gap between HOMO and LUMO (alpha / beta) is 6.48 / 5.37 eV. The net charge is -1.